C29H54F2N2O9 | ωB97M-V/def2-TZVPD

The geometry in XYZ format:
```
96
Properties=species:S:1:pos:R:3
C -2.275 -1.879 -0.895
C -2.513 -0.434 -1.348
F -3.421 0.183 -0.523
C -1.223 0.328 -1.544
C -0.568 0.079 -2.724
C 0.662 0.689 -3.049
C 1.311 0.354 -4.371
C 0.455 0.823 -5.562
C -0.153 2.193 -5.339
F -0.466 2.761 -6.566
C 1.201 1.562 -2.146
C 0.571 1.855 -0.921
N 1.192 2.733 -0.069
C 0.565 2.928 1.043
O 1.112 3.760 1.981
C -0.641 2.283 1.396
N -1.237 1.436 0.616
C -0.642 1.218 -0.604
H -2.488 -1.937 0.168
H -1.252 -2.166 -1.099
H -2.946 -2.517 -1.456
H -2.984 -0.474 -2.329
H -1.002 -0.609 -3.439
H 2.288 0.827 -4.392
H 1.414 -0.726 -4.407
H 1.035 0.869 -6.477
H -0.365 0.118 -5.664
H 0.525 2.865 -4.817
H -1.078 2.141 -4.773
H 2.143 2.041 -2.368
H 1.001 4.679 1.711
H -1.082 2.497 2.358
C -0.737 -6.601 -2.967
O -1.804 -6.338 -3.860
C -2.421 -5.080 -3.642
C -1.989 -4.052 -4.663
O -0.622 -3.693 -4.505
C 0.231 -4.296 -5.462
H -0.245 -7.513 -3.303
H -0.008 -5.787 -2.960
H -1.113 -6.762 -1.951
H -2.210 -4.716 -2.632
H -3.502 -5.230 -3.729
H -2.580 -3.141 -4.517
H -2.180 -4.420 -5.675
H 0.051 -3.877 -6.458
H 0.096 -5.379 -5.494
H 1.257 -4.076 -5.172
C -3.287 -0.516 2.755
O -4.007 -0.368 3.971
C -4.911 -1.432 4.219
C -4.366 -2.399 5.245
O -3.241 -3.109 4.748
C -2.008 -2.620 5.242
H -2.530 0.262 2.718
H -2.794 -1.492 2.702
H -3.950 -0.392 1.898
H -5.149 -1.961 3.291
H -5.837 -0.991 4.604
H -5.139 -3.137 5.484
H -4.111 -1.865 6.165
H -1.904 -2.844 6.309
H -1.912 -1.543 5.085
H -1.213 -3.130 4.700
C 4.352 -2.197 -2.820
O 3.974 -1.234 -1.855
C 3.045 -1.731 -0.901
C 3.710 -2.037 0.421
O 4.599 -3.139 0.316
C 5.962 -2.757 0.265
H 5.161 -1.771 -3.411
H 4.702 -3.121 -2.353
H 3.513 -2.424 -3.489
H 2.536 -2.620 -1.285
H 2.293 -0.949 -0.747
H 2.940 -2.308 1.150
H 4.233 -1.151 0.793
H 6.287 -2.357 1.231
H 6.142 -2.013 -0.514
H 6.545 -3.650 0.044
C -0.002 8.349 3.675
O 0.792 7.197 3.446
C 2.067 7.263 4.073
C 2.116 6.411 5.320
O 1.288 6.939 6.345
C 0.067 6.237 6.495
H -0.998 8.144 3.287
H -0.076 8.579 4.741
H 0.409 9.213 3.143
H 2.333 8.298 4.305
H 2.800 6.880 3.355
H 3.142 6.403 5.701
H 1.834 5.381 5.084
H 0.245 5.237 6.905
H -0.466 6.149 5.545
H -0.549 6.797 7.197
```

Charge: 0
SMILES: C[C@@H](F)c1cc(CCCF)cc2nc(O)cnc12.COCCOC.COCCOC.COCCOC.COCCOC
Highest occupied orbital energy (eV): -9.1
Spin multiplicity: 1
Gap between HOMO and LUMO (eV): 8.90

Atom charges from the Löwdin analysis, given in e for atoms 1 to 2: number 1, C, carries 0.00; number 2, C, carries -0.34